No. 1
The following is a quantum chemistry calculation of a 2-piece molecular cluster, C3H8O2 overall, from the OMol25 dataset.

Output
* charge: 0
* E_HOMO: -8.33 eV
* energy: -7332.42920 eV

Cartesian coordinates (Å):
1 O -0.432 -0.661 1.053
2 C 0.665 0.248 0.897
3 C 1.339 -0.055 -0.425
4 C -2.056 0.523 -1.475
5 O -1.799 -0.741 -1.296
6 H -0.915 -0.435 1.857
7 H 1.368 0.114 1.729
8 H 0.300 1.284 0.915
9 H 1.627 -1.110 -0.469
10 H 2.237 0.559 -0.541
11 H -1.668 1.043 -0.542
12 H 0.672 0.154 -1.266
13 H -1.339 -0.925 -0.437

No. 2
The following is a quantum chemistry calculation of one molecule with the formula C3H8O2, from the OMol25 dataset.

Output
* charge: 0
* E_HOMO: -7.58 eV
* energy: -7331.37733 eV

Cartesian coordinates (Å):
1 C 1.736 0.686 0.829
2 C -0.768 0.582 0.312
3 O 0.802 0.068 -0.060
4 C -1.484 -0.658 -0.081
5 O -1.249 -1.026 -1.456
6 H 1.482 0.304 1.816
7 H 1.611 1.771 0.820
8 H 2.749 0.389 0.542
9 H -0.874 1.278 -0.542
10 H 1.003 0.239 -0.993
11 H -1.206 -1.493 0.579
12 H -2.554 -0.451 0.087
13 H -1.227 -1.987 -1.519

No. 3
The following is a quantum chemistry calculation of a 2-piece molecular cluster, C3H8O2 overall at a distorted geometry, from the OMol25 dataset.

Output
* charge: 0
* E_HOMO: -8.43 eV
* energy: -7333.73134 eV

Cartesian coordinates (Å):
1 C -2.680 0.935 1.284
2 C -1.203 0.886 0.996
3 C -0.849 0.886 -0.347
4 O 0.540 0.610 -0.595
5 H -3.212 1.413 0.541
6 H -2.990 1.250 2.423
7 H -3.035 -0.067 1.379
8 H -0.265 0.733 1.586
9 H -1.489 0.789 -1.283
10 H 0.666 0.661 -1.578
11 O 4.782 -2.413 -1.723
12 H 5.630 -2.851 -1.506
13 H 4.106 -2.833 -1.176

Record order is preserved below.
ΔE to the lowest compared entry with this formula, charge and spin: 349.4, 450.9, 223.8 kJ/mol